Entry from the OMol25 dataset: a cluster of 2 separate species, C2H8 in total (wB97M-V/def2-TZVPD).

Positions of all 10 atoms, in Å:
C -1.4023 -16.8409 -0.3098
H -1.5866 -16.8510 -1.3942
H -1.5764 -15.8282 0.0829
H -0.3617 -17.1372 -0.1117
H -2.0847 -17.5479 0.1847
C 0.2417 -14.6340 1.8599
H 0.0770 -14.6624 2.9472
H 1.3109 -14.7801 1.6465
H -0.0810 -13.6592 1.4653
H -0.3404 -15.4343 1.3798

Its net charge is 0. The value obtained for the orbital gap is 0.505 hartree. The value obtained for the HOMO energy is -12.59 eV. The calculation puts the LUMO energy at 1.1424 eV.

***

Entry from the OMol25 dataset: a cluster of 13 separate species, C5H36N2O13 in total (wB97M-V/def2-TZVPD).

Positions of all 56 atoms, in Å:
C -0.5133 -1.4011 0.5110
N -0.4395 -0.2243 1.3975
C -1.1437 0.9519 0.9934
C -0.7444 1.4187 -0.4602
C 0.2328 2.5300 -0.3708
O 0.5452 3.1805 -1.3337
C 0.7146 -1.6256 -0.4067
N 1.9211 -0.8980 -0.1923
H -1.4173 -1.2539 -0.0987
H -0.5741 -2.2986 1.1546
H 0.4944 -0.0442 1.6664
H -0.8489 1.7593 1.6807
H -2.1764 0.9942 1.4072
H -0.4272 0.4979 -1.0751
H -1.6300 1.7135 -0.9943
H 0.7013 2.8943 0.7903
H 0.4035 -1.5166 -1.4461
H 0.9066 -2.7239 -0.2919
H 1.8581 -0.0666 -0.6851
H 2.2618 -0.9110 0.7858
H -2.4253 1.5983 -4.2659
H -1.0026 1.7061 -3.5623
O -1.8826 1.3085 -3.5603
H -0.4504 -1.3070 3.5288
H -1.3646 -2.2687 4.3503
O -0.4769 -2.1277 3.9811
H 2.6491 -2.3674 4.2428
H 3.3015 -2.7061 2.8939
O 2.9023 -1.9507 3.4045
H -1.9032 -2.4278 -1.9856
H -2.3139 -3.8164 -1.8667
O -2.5892 -2.9519 -1.5160
H -1.8539 -0.1656 -2.7145
H -1.1991 -1.0647 -3.8073
O -1.2885 -0.9785 -2.8439
H -3.9944 -1.4691 -1.0842
H -3.8076 -2.1994 0.2127
O -4.3308 -1.5008 -0.1733
H 2.1113 -0.4357 3.3473
H 2.9529 0.7520 3.5201
O 2.0119 0.5564 3.4718
H -4.4705 0.8374 -0.1728
H -3.9202 1.5741 -1.3853
O -4.1476 1.6751 -0.4812
H 2.6629 2.3304 0.8298
H 2.0888 1.9613 2.2266
O 2.2592 2.6913 1.6051
H 2.4043 2.4565 -1.5519
H 3.3532 1.3446 -1.6082
O 2.5547 1.6315 -1.1477
H 0.7727 3.0757 -3.0640
H 0.7944 1.5193 -3.3533
O 0.7197 2.3793 -3.7692
H 4.0589 -2.8894 0.6158
H 2.6442 -3.7453 0.9776
O 3.4470 -3.3055 1.2546

Its expectation value of S² is 0.75. Its net charge is +1. As for the multiplicity: 2. The value obtained for the orbital gap (alpha / beta) is 0.373 / 0.196 hartree. The value obtained for the HOMO energy (alpha / beta) is -12.77 / -12.73 eV. The calculation puts the LUMO energy (alpha / beta) at -2.6173 / -7.4074 eV.

***

Entry from the OMol25 dataset: a cluster of 2 separate species, C4H8ClN2 in total (wB97M-V/def2-TZVPD).

Positions of all 15 atoms, in Å:
C 1.9898 0.1653 -0.2058
C -0.7399 0.0520 -1.1956
C 3.1183 -1.9627 0.2329
C -1.4265 1.5114 0.5955
N 2.6938 -0.7945 0.0609
N -1.3012 0.2463 -0.0614
Cl 2.4249 1.7873 -0.0797
H -0.3676 0.8954 -1.7611
H -0.6678 -0.9368 -1.6183
H 3.6345 -2.4771 -0.5620
H 3.0342 -2.4247 1.2034
H -0.9773 1.4571 1.5870
H -0.9396 2.2899 0.0131
H -2.4813 1.7562 0.7204
H -1.6511 -0.5517 0.4679

Its net charge is +1. The value obtained for the orbital gap is 0.278 hartree. The value obtained for the HOMO energy is -12.10 eV. The calculation puts the LUMO energy at -4.5220 eV.

***

Entry from the OMol25 dataset: the molecule C5H2N2O2S (wB97M-V/def2-TZVPD).

Positions of all 12 atoms, in Å:
C -2.0827 -2.1424 -0.0102
C -0.2355 -0.4903 -0.0239
C -0.0423 0.8656 0.0483
C -1.5456 -0.8580 0.0541
C -2.4252 0.3349 -0.0172
N -2.3004 -3.2530 -0.0310
N -3.7980 0.4073 0.0087
O -4.2785 1.5156 -0.0464
O -4.3386 -0.6632 0.0499
S -1.5129 1.7774 -0.0077
H 0.5352 -1.1601 -0.0547
H 0.9757 1.2201 0.0859

Its net charge is 0. The value obtained for the orbital gap is 0.310 hartree. The value obtained for the HOMO energy is -10.07 eV. The calculation puts the LUMO energy at -1.6501 eV.

***

Entry from the OMol25 dataset: a structure of composition C17H44Cu2O17S5 (wB97M-V/def2-TZVPD).

Positions of all 85 atoms, in Å:
Cu -2.3308 -0.6780 2.2917
Cu -2.1138 -5.0948 3.5511
O -1.3426 -3.2389 0.5665
C -0.3417 -3.1978 -0.4890
C 0.5761 -1.8407 -0.5431
O 0.0275 -0.6620 0.0489
H -0.6559 -3.3439 -1.5225
H 0.2499 -4.0468 -0.1464
H 0.8577 -1.6771 -1.5833
H 1.4695 -2.1238 0.0135
O -0.7320 1.9338 4.4747
S 0.1256 3.1054 4.6876
O -0.4958 4.4558 4.6336
O 0.7724 3.1151 6.1709
C 1.4108 1.8692 6.5241
C 1.0561 1.3665 7.9639
C 1.7251 2.7581 3.7304
H 2.4838 1.9491 6.3495
H 1.1514 0.9987 5.9215
H 1.4886 1.8994 8.8107
H 1.5190 0.3836 8.0522
H -0.0335 1.3377 7.9515
H 2.1261 1.7861 4.0173
H 2.3760 3.6038 3.9523
H 1.5076 2.9754 2.6846
O 6.8337 4.1705 -1.8351
S 5.4587 4.5774 -1.7016
O 4.7271 5.0613 -0.4654
O 5.1014 5.6325 -2.9804
C 4.3934 6.8055 -2.6748
C 5.0414 7.8523 -1.7392
C 4.4901 3.0534 -2.2716
H 3.3842 6.6256 -2.3044
H 4.3521 7.2211 -3.6816
H 6.1191 7.7271 -1.6345
H 4.6830 7.7620 -0.7138
H 4.9792 8.8469 -2.1808
H 3.4151 3.2013 -2.3745
H 4.5523 2.3387 -1.4509
H 4.8775 2.8803 -3.2756
O -0.7847 2.9237 -4.4618
S -2.1471 2.7288 -5.0489
O -2.8735 3.8770 -5.6072
O -2.0202 1.5423 -6.2016
C -1.5566 0.2534 -5.7749
C -0.9639 -0.6187 -6.9330
C -3.2512 1.8903 -3.7642
H -2.4472 -0.2459 -5.3934
H -0.9079 0.1794 -4.9021
H -0.1900 0.0208 -7.3574
H -1.7934 -0.8184 -7.6113
H -0.6587 -1.5836 -6.5281
H -4.0862 1.7559 -4.4518
H -3.2970 2.6057 -2.9431
H -2.7799 1.0327 -3.2840
O 1.8836 -5.5144 4.2129
S 3.0960 -6.1468 4.8246
O 3.3088 -7.5483 4.7506
O 4.4271 -5.4627 4.0503
C 4.4924 -3.9938 3.8018
C 5.4134 -3.7065 2.6344
C 3.5773 -5.4728 6.5239
H 5.0006 -3.5109 4.6364
H 3.5407 -3.4648 3.7514
H 5.6566 -2.6447 2.6729
H 5.0335 -3.9728 1.6481
H 6.3636 -4.2242 2.7667
H 3.4812 -4.3870 6.5293
H 4.5947 -5.8175 6.7087
H 2.9335 -5.9080 7.2883
O -8.8149 -3.9699 -2.2436
S -7.7033 -3.6644 -3.1954
O -7.6603 -4.3579 -4.4506
O -7.4622 -1.9761 -3.4831
C -8.2145 -1.0502 -2.7638
C -9.5131 -0.8535 -3.4303
C -6.1080 -3.9081 -2.2789
H -7.8006 -0.0428 -2.8067
H -8.1141 -1.1950 -1.6882
H -10.2443 -1.3695 -2.8080
H -9.5449 -1.2002 -4.4633
H -9.8414 0.1857 -3.4145
H -5.2548 -3.7608 -2.9412
H -5.9360 -4.8956 -1.8507
H -6.1182 -3.1002 -1.5473

Its expectation value of S² is 2.01. Its net charge is +2. As for the multiplicity: 3. The value obtained for the orbital gap (alpha / beta) is 0.117 / 0.117 hartree. The value obtained for the HOMO energy (alpha / beta) is -13.53 / -13.53 eV. The calculation puts the LUMO energy (alpha / beta) at -10.3442 / -10.3423 eV.

***

Entry from the OMol25 dataset: the ion H3IO3P with charge +1 (wB97M-V/def2-TZVPD).

Positions of all 8 atoms, in Å:
O -0.0531 -0.3255 -1.4526
O 0.7315 1.3062 0.4097
O 0.3744 -1.3389 0.8487
P -0.2323 0.0827 0.0274
I -2.4127 0.4612 0.9119
H -0.1439 -0.0590 -2.4626
H 0.6156 1.7962 1.2601
H 1.1205 -1.9229 0.4575

Its net charge is +1. The value obtained for the orbital gap is 0.370 hartree. The value obtained for the HOMO energy is -15.40 eV. The calculation puts the LUMO energy at -5.3269 eV.

***

What energy above the lowest of the compared OMol25 structures with the same formula, charge and spin values result from the calculations? In sequence: 2.4 50.6 87.5 18.1 178.5 20.1 kcal/mol.
What DFT total energy values result from the calculations? In sequence: -2203.5312 -35357.1458 -19770.5406 -23123.3931 -196572.3217 -23574.8028 eV.